ORCA calculation (wB97M-V/def2-TZVPD) on a molecular structure, C19H28ClO2Tm in a non-equilibrium geometry.

The geometry in ORCA input format:
```
! RIJCOSX wB97M-V def2-TZVPD def2/J DEFGRID3
* xyz 0 3
O 0.879 -0.159 -1.777
C 1.010 1.073 -2.560
C 1.040 0.507 -3.930
H 1.943 1.570 -2.281
H 0.139 1.720 -2.439
C 0.923 -0.789 -3.127
H 2.014 0.654 -4.374
H 0.173 0.788 -4.514
C 2.174 -1.619 -3.265
H 3.036 -0.945 -3.206
H 2.136 -2.092 -4.251
H 2.188 -2.355 -2.444
C -0.345 -1.571 -3.498
H -1.165 -0.908 -3.840
H -0.712 -2.175 -2.643
H -0.079 -2.235 -4.345
Tm 0.712 -0.130 1.849
C -1.177 -0.436 4.270
C -0.967 0.955 4.172
C -1.745 1.437 3.075
H -0.433 1.570 4.871
C -2.470 0.340 2.522
C -2.070 -0.829 3.225
H -2.491 -1.809 3.067
H -0.863 -1.076 5.073
H -1.865 2.476 2.806
H -3.315 0.394 1.844
C 1.512 -1.941 3.551
C 0.698 -2.543 2.565
C 1.301 -2.324 1.274
H -0.141 -3.208 2.778
C 2.523 -1.587 1.503
C 2.630 -1.348 2.920
H 3.476 -0.894 3.434
H 1.386 -2.056 4.631
H 0.923 -2.660 0.311
H 3.259 -1.313 0.761
O -0.803 0.937 0.150
C -1.867 0.541 -0.777
C -2.278 1.809 -1.512
H -2.634 0.120 -0.122
H -1.452 -0.254 -1.430
C -1.326 2.911 -0.937
H -3.284 2.089 -1.200
H -2.335 1.662 -2.598
C -0.160 2.192 -0.252
H -1.923 3.329 -0.088
H -1.102 3.733 -1.646
H 0.247 2.692 0.620
H 0.723 1.890 -0.794
Cl 1.960 1.868 2.579
*
```

The value obtained for the highest occupied orbital energy (alpha / beta) is -6.7856 / -6.8023 eV. The calculation puts the lowest unoccupied orbital energy (alpha / beta) at 0.01146 / 0.01147 Ha. The energy above the lowest of the compared OMol25 structures with the same formula, charge and spin is 0.0 kcal per mole. For the electronic energy, the calculation gives -66303.0224 eV.



ORCA calculation (wB97M-V/def2-TZVPD) on a single C3H6OS2 molecule in a non-equilibrium geometry.

The geometry in ORCA input format:
```
! RIJCOSX wB97M-V def2-TZVPD def2/J DEFGRID3
* xyz 0 1
C -2.741 0.588 0.029
C -0.121 0.131 -0.026
C 1.012 -0.772 -0.082
H -2.772 1.182 -0.847
H -2.394 1.174 0.846
H -3.684 0.065 0.251
H 1.146 -1.251 -1.070
H 0.705 -1.617 0.562
H 2.301 0.824 1.064
O -0.136 1.325 -0.134
S -1.612 -0.749 0.032
S 2.668 0.083 0.015
*
```

The value obtained for the highest occupied orbital energy is -9.3714 eV. The calculation puts the lowest unoccupied orbital energy at 0.02330 Ha. Its SMILES is CSC(=O)CS. The energy above the lowest of the compared OMol25 structures with the same formula, charge and spin is 17.4 kcal per mole. For the electronic energy, the calculation gives -26925.6877 eV.



Question: Number 2 is which compound?
Answer: C3H6OS2